# 1
Here is a molecular structure, C26H28AsF3N4O4ReS2 from OMol25. Energies are from wB97M-V/def2-TZVPD.

Each line ends with the natural charge from an NBO analysis.
Element x y z (Å)
H  2.6510  -4.0608  4.3641  0.21
C  3.2662  4.4736  -0.6670  -0.20
F  6.8954  6.0131  -2.1902  -0.33
C  0.4763  -2.8043  -2.9677  -0.16
S  -1.2047  2.8926  4.2837  -0.06
H  -3.1401  0.3744  3.1653  0.24
O  0.5780  -0.4958  1.0846  -0.65
H  -4.2619  1.0329  -0.8867  0.24
N  -0.1664  -0.8257  -1.2035  -0.39
H  0.0760  -1.2093  3.0755  0.43
H  -3.1710  2.7860  0.5283  0.22
H  -2.7522  -1.3384  3.0312  0.25
H  1.3250  -4.0154  5.5410  0.19
H  -5.7963  -1.7279  0.1005  0.21
C  -0.0288  -3.2281  2.9831  0.33
C  -0.4366  -1.8193  -3.3290  -0.18
C  -5.0536  -1.9451  -0.6680  -0.62
H  1.4412  -1.6558  5.2982  0.21
O  -1.6547  1.0750  -1.4946  -0.64
C  -3.6423  -1.9857  -0.0985  -0.70
C  5.7803  6.0926  -2.9461  0.97
H  -5.5747  -0.1613  2.6118  0.20
C  4.2553  5.3084  -1.1482  -0.17
H  -5.3071  -2.9132  -1.1028  0.22
H  2.3726  -1.7836  3.7882  0.21
H  -5.0372  -1.0109  4.0539  0.22
H  1.7774  -3.5188  -1.3862  0.25
H  0.5702  -5.1605  3.2854  0.42
C  -0.7313  -0.8324  -2.4115  0.08
C  1.6367  -3.7057  4.5409  -0.22
C  3.1863  3.3475  -2.7939  -0.20
C  1.0630  -2.7759  -1.7110  -0.17
C  -4.3365  0.9763  0.2003  -0.71
S  -1.1696  -3.4272  1.7749  -0.35
C  -4.8807  -0.9196  2.9781  -0.62
C  -1.0274  2.3012  2.8210  0.22
H  4.6774  6.0750  -0.5114  0.23
H  4.5283  4.0808  -4.2941  0.23
Re  -0.6688  0.6946  0.1521  1.35
C  1.5244  -2.1812  4.3484  -0.23
C  -3.4327  -0.5604  2.6821  -0.71
C  -4.1204  2.3445  0.8328  -0.62
C  0.7090  -1.7576  -0.8454  0.10
C  4.7088  5.1658  -2.4548  -0.16
H  2.7647  2.5796  -3.4276  0.22
N  -0.9148  1.8629  1.7262  -0.64
H  -2.9134  -2.2050  -0.8821  0.22
H  -5.3274  0.5872  0.4384  0.22
C  -1.6915  0.3147  -2.5775  0.76
H  -3.5384  -2.7776  0.6429  0.25
C  2.7190  3.4783  -1.4841  -0.01
H  -0.9185  -1.8036  -4.2962  0.25
F  5.3847  7.3819  -2.9027  -0.33
N  0.7229  -4.1983  3.5234  -0.59
H  2.9052  4.5796  0.3466  0.23
N  0.2992  -2.0595  3.5675  -0.60
O  2.0652  -2.1692  1.1009  -0.58
H  -5.1564  -1.1954  -1.4530  0.21
F  6.1453  5.8355  -4.2135  -0.32
H  -5.1536  -1.8751  2.5268  0.21
H  0.7274  -3.5911  -3.6656  0.23
O  -2.3898  0.4995  -3.5346  -0.55
As  -3.0188  -0.3465  0.7878  1.03
H  -4.9124  3.0307  0.5306  0.22
C  1.2130  -1.5265  0.5491  0.78
H  -4.1245  2.2946  1.9237  0.21
C  1.6996  2.6096  -0.9882  -0.11
C  0.8318  1.8733  -0.5616  -0.28
C  4.1737  4.1878  -3.2787  -0.17

Forces on atoms 1 to 2 (eV/Å):
H -0.010 -0.007 0.027
C 0.000 -0.005 0.004

Properties
Expectation value of S²: 0.762
Relative energy (zero: lowest compared OMol25 entry of this formula, charge and spin) (kJ/mol): 99.2
Multiplicity: 2
Kohn-Sham gap (alpha / beta) (hartree): 0.2386 / 0.2340
LUMO energy (alpha / beta) (eV): -1.51 / -1.39
Highest occupied orbital energy (alpha / beta) (eV): -8.004 / -7.759
E_tot (a.u.): -4937.655882
Total charge: 0

# 2
Here is a single C19H38O molecule from OMol25. Energies are from wB97M-V/def2-TZVPD.

Each line ends with the natural charge from an NBO analysis.
Element x y z (Å)
C  -0.3568  -3.5156  -0.8184  -0.60
C  0.4711  -0.5717  0.9462  -0.38
C  -3.4265  3.4393  1.4289  -0.22
H  -0.0899  -3.9732  -1.7690  0.20
H  -0.7938  1.8295  0.9633  0.19
C  -3.2885  1.5131  -0.2969  -0.40
H  -0.5280  -2.4151  1.4234  0.20
O  3.2702  0.1473  -2.4260  -0.72
H  3.9614  -4.0835  -1.9945  0.21
C  -3.5439  1.9366  1.1513  -0.39
H  -2.8752  3.1474  3.5053  0.20
H  1.2719  -2.1305  -0.8973  0.20
H  -1.1449  -2.7896  -0.9999  0.21
H  2.4956  0.3973  -1.9082  0.46
H  3.2820  -2.7637  1.3424  0.21
H  3.7946  -0.6846  0.5223  0.19
H  -2.4229  3.7753  1.1498  0.19
H  -4.5517  1.6126  1.4258  0.20
H  -4.0614  1.9406  -0.9390  0.20
H  -5.4573  3.8953  0.8471  0.20
H  0.6772  1.7692  -1.7070  0.20
C  3.3214  -3.3074  0.3971  -0.43
C  -0.5875  -0.0630  -0.0304  -0.40
H  4.0339  -4.1291  0.5134  0.21
H  -1.5489  -0.4803  0.2730  0.20
H  2.0266  -4.5349  -0.8057  0.20
H  -2.8477  1.4064  1.8047  0.20
H  -3.5047  4.7554  3.1473  0.21
H  -0.7492  -4.2922  -0.1642  0.20
C  -3.6130  3.6964  2.9238  -0.60
H  1.1577  -2.3505  1.9064  0.20
H  -1.8482  1.5164  -1.8791  0.20
C  4.3418  -0.0902  -1.5279  -0.10
H  -1.8952  3.0086  -0.9516  0.20
C  0.4653  -2.0934  1.1027  -0.40
C  -1.9270  1.9205  -0.8659  -0.40
H  1.4393  1.8461  -0.1078  0.20
H  5.1595  -0.4579  -2.1534  0.18
C  1.9423  -3.9037  0.0809  -0.38
H  -4.6041  3.3792  3.2423  0.20
C  0.8610  -2.8474  -0.1801  -0.22
H  4.6568  0.8561  -1.0652  0.17
C  0.5492  2.1010  -0.6776  -0.61
H  -4.2737  4.1577  -0.4363  0.21
C  4.0505  -3.0016  -2.0345  -0.67
H  -3.3990  0.4280  -0.3553  0.20
C  3.8015  -2.3875  -0.6889  0.07
H  0.4588  3.1853  -0.6836  0.21
C  3.9773  -1.0882  -0.4648  -0.26
H  3.3439  -2.6152  -2.7668  0.24
H  -0.3704  -0.4242  -1.0378  0.20
H  0.2894  -0.1196  1.9254  0.20
H  -4.3894  5.2986  0.8987  0.21
C  -0.6994  1.4654  -0.0646  -0.20
H  1.4644  -0.2625  0.6189  0.19
H  5.0502  -2.7495  -2.3860  0.22
C  -4.4494  4.2453  0.6325  -0.61
H  1.6331  -4.5440  0.9107  0.20

Forces on atoms 1 to 2 (eV/Å):
C 0.223 0.175 -0.035
C -0.241 -0.180 -0.027

Properties
SMILES: C/C(=C\CO)CC[C@@H](C)CCC[C@@H](C)CCCC(C)C
Relative energy (zero: lowest compared OMol25 entry of this formula, charge and spin) (kJ/mol): 7.6
Kohn-Sham gap (hartree): 0.3669
LUMO energy (eV): 0.90
Highest occupied orbital energy (eV): -9.087
E_tot (a.u.): -821.983945
Total charge: 0

# 3
Here is a single C20H20N2O4S molecule at a distorted geometry from OMol25. Energies are from wB97M-V/def2-TZVPD.

Each line ends with the natural charge from an NBO analysis.
Element x y z (Å)
C  1.7053  2.1432  -0.4088  -0.20
C  1.3167  -3.9984  0.1279  -0.20
C  5.4020  2.9181  -0.1702  -0.63
H  5.5891  3.0491  -1.2342  0.22
C  -1.5341  -0.2500  2.0896  0.70
C  2.5952  -3.8968  -0.3985  -0.19
H  2.3938  -0.7713  -1.6957  0.24
N  0.2930  0.5077  0.6458  -0.71
O  -3.2948  1.7056  -0.7078  -0.42
H  -0.5713  -2.9789  0.3966  0.26
H  1.0087  -4.8986  0.6375  0.22
H  6.2049  2.3237  0.2582  0.21
H  -3.2377  1.9902  -2.7521  0.20
C  2.9971  -2.7442  -1.0570  -0.21
C  4.0716  2.2671  0.0555  0.00
C  -3.9145  0.8264  0.1122  0.27
C  2.1186  -1.6809  -1.1857  -0.20
H  0.3883  0.4685  2.7160  0.24
H  -1.6589  1.5650  1.2367  0.41
C  1.5727  1.0806  0.4803  0.19
N  -2.1792  0.8972  1.7902  -0.61
C  -3.6142  0.9208  1.5733  -0.27
H  -4.0109  1.8515  1.9961  0.21
H  -4.9621  -0.1174  -2.8271  0.23
H  4.7883  0.8453  1.4849  0.21
H  0.4059  -1.1538  1.9777  0.22
H  3.0339  3.5387  -1.3170  0.21
H  0.8356  2.4901  -0.9414  0.24
H  5.4204  3.9041  0.2941  0.22
O  -1.5806  -0.7968  -0.4238  -0.93
H  3.9929  -2.6726  -1.4668  0.22
C  2.9420  2.7187  -0.6199  -0.21
H  -4.0435  0.0644  2.0948  0.25
H  3.2833  -4.7228  -0.2972  0.22
O  0.0051  0.3979  -1.8694  -0.93
H  -5.2739  -0.8374  -0.2363  0.23
C  0.8478  -1.7970  -0.6562  -0.28
C  -0.0146  -0.1423  1.9020  -0.33
C  -4.6776  -0.0340  -0.6159  -0.29
C  -3.6570  1.3975  -1.9639  0.09
C  2.6951  0.6189  1.1582  -0.25
O  -2.0498  -1.2305  2.5746  -0.62
H  2.6154  -0.2084  1.8472  0.22
C  0.4329  -2.9379  0.0037  -0.22
C  -4.5116  0.3423  -1.9715  -0.31
S  -0.2403  -0.3820  -0.6962  2.31
C  3.9262  1.2149  0.9482  -0.22

Forces on atoms 1 to 2 (eV/Å):
C 0.112 0.043 0.065
C -0.023 0.028 0.014

Properties
SMILES: Cc1ccc(N(CC(=O)NCc2ccco2)S(=O)(=O)c2ccccc2)cc1
Relative energy (zero: lowest compared OMol25 entry of this formula, charge and spin) (kJ/mol): 123.3
Kohn-Sham gap (hartree): 0.3269
LUMO energy (eV): 0.64
Highest occupied orbital energy (eV): -8.259
E_tot (a.u.): -1582.778269
Total charge: 0

# 4
Here is 2 unconnected molecules or ions with the total composition C3H11NO2 from OMol25. Energies are from wB97M-V/def2-TZVPD.

Each line ends with the natural charge from an NBO analysis.
Element x y z (Å)
H  1.3489  0.0434  1.5239  0.18
H  -2.4250  -0.1505  2.1393  0.47
H  2.5153  1.7875  0.3939  0.21
O  -1.4851  0.0482  2.0007  -0.74
C  2.2006  0.9697  -0.2537  -0.63
C  -1.1466  -0.4592  0.6924  0.09
H  -0.3448  -0.4269  -1.7587  0.49
H  -0.2779  1.3332  0.3479  0.37
H  3.0747  0.4447  -0.6309  0.22
H  1.4041  -1.0044  0.1377  0.18
O  -0.6081  -0.7754  -2.6303  -0.97
H  1.7043  1.4079  -1.1216  0.22
N  -0.1574  0.3688  0.0579  -0.66
C  1.2295  0.0336  0.4349  -0.22
H  -2.0396  -0.5489  0.0735  0.17
H  -0.6997  -1.4586  0.8149  0.15
H  -0.0819  -1.5766  -2.7647  0.46

Forces on atoms 1 to 2 (eV/Å):
H 0.091 0.104 0.008
H 0.458 0.160 0.095

Properties
SMILES: CCNCO.O
Relative energy (zero: lowest compared OMol25 entry of this formula, charge and spin) (kJ/mol): 33.9
Kohn-Sham gap (hartree): 0.3834
LUMO energy (eV): 0.83
Highest occupied orbital energy (eV): -9.608
E_tot (a.u.): -326.118562
Total charge: 0

# 5
Here is a single C5H6N2 molecule from OMol25. Energies are from wB97M-V/def2-TZVPD.

Each line ends with the natural charge from an NBO analysis.
Element x y z (Å)
C  0.4158  0.1534  -0.7335  -0.23
H  0.7122  -2.1053  0.6026  0.17
H  0.9107  0.4666  -1.6610  0.25
C  -0.3139  1.3349  -0.1245  -0.17
N  -1.2006  -1.8326  -1.3567  -0.32
H  -2.0573  0.3371  0.5389  0.21
C  -1.4867  1.2616  0.4911  -0.37
H  0.2497  2.2633  -0.1451  0.22
H  2.2464  -1.5347  1.5113  0.18
N  1.4801  -0.2012  0.2024  -0.37
H  -1.9100  2.1305  0.9853  0.21
C  -0.5095  -0.9471  -1.0932  0.26
C  1.4631  -1.3263  0.7824  -0.05

Forces on atoms 1 to 2 (eV/Å):
C -0.091 0.033 -0.087
H 0.058 0.122 -0.002

Properties
SMILES: C=C[C@H](C#N)N=C
Relative energy (zero: lowest compared OMol25 entry of this formula, charge and spin) (kJ/mol): 177.7
Kohn-Sham gap (hartree): 0.4178
LUMO energy (eV): 0.89
Highest occupied orbital energy (eV): -10.475
E_tot (a.u.): -303.568400
Total charge: 0

# 6
Here is 2 unconnected molecules or ions with the total composition CHClF2OS at a distorted geometry from OMol25. Energies are from wB97M-V/def2-TZVPD.

Each line ends with the natural charge from an NBO analysis.
Element x y z (Å)
H  -0.1067  -1.0040  -0.1977  0.17
Cl  0.8290  -1.0131  -2.5345  -0.05
S  -2.5397  2.5593  1.9233  0.69
O  -1.8786  1.2723  2.1437  -0.69
F  1.0371  0.4554  -0.5174  -0.34
F  1.8638  -1.4191  -0.0900  -0.33
C  0.7950  -0.8508  -0.7273  0.55

Forces on atoms 1 to 2 (eV/Å):
H -1.189 -1.308 -0.105
Cl -0.207 -0.673 1.418

Properties
SMILES: FC(F)Cl.O=S
Relative energy (zero: lowest compared OMol25 entry of this formula, charge and spin) (kJ/mol): 97.1
Kohn-Sham gap (alpha / beta) (hartree): 0.2867 / 0.2862
LUMO energy (alpha / beta) (eV): -1.65 / -1.66
Highest occupied orbital energy (alpha / beta) (eV): -9.450 / -9.444
E_tot (a.u.): -1171.973168
Total charge: 0

Q: Among the records above, which one has the lowest E_tot?
A: C26H28AsF3N4O4ReS2

Q: The lowest E_tot belongs to which entry?
A: C26H28AsF3N4O4ReS2